A | Here is an isolated molecule of CH3NO2S from OMol25. Energies are from ωB97M-V with the def2-TZVPD basis set.

## Properties
SMILES string	CS[N+](=O)[O-]
HOMO energy	-10.0257	eV

Structure (ORCA input):
```
! wB97M-V def2-TZVPD RIJCOSX def2/J DEFGRID3
* xyz 0 1
H -0.754 -0.405 -0.953
S -0.006 0.305 1.182
N 1.141 0.974 -0.047
O 0.974 0.471 -1.146
O 1.919 1.792 0.392
H -1.965 -0.801 0.314
H -0.368 -1.588 0.170
C -0.941 -0.747 0.089
*
```



B | Here is an isolated molecule of CH3NO2S from OMol25. Energies are from ωB97M-V with the def2-TZVPD basis set.

## Properties
SMILES string	C=[N+]([O-])OS
HOMO energy (alpha / beta)	-8.9534 / -8.9539	eV

Structure (ORCA input):
```
! wB97M-V def2-TZVPD RIJCOSX def2/J DEFGRID3
* xyz 0 1
O 0.624 -0.816 -0.821
S -1.753 -1.147 0.022
H 2.308 0.760 -0.197
H 1.289 1.565 1.252
H -2.974 -1.622 -0.790
N 0.413 0.086 -0.015
C 1.313 0.877 0.335
O -1.220 0.297 0.214
*
```



C | Here is a cluster of 2 separate species, CH3NO2S in total from OMol25. Energies are from ωB97M-V with the def2-TZVPD basis set.

## Properties
HOMO energy (alpha / beta)	-7.9221 / -7.8697	eV

Structure (ORCA input):
```
! wB97M-V def2-TZVPD RIJCOSX def2/J DEFGRID3
* xyz 0 1
H 0.460 -0.018 1.480
O -0.060 2.432 -2.146
H 0.217 -1.793 1.620
N -0.513 1.434 -1.808
H -1.132 -0.624 1.296
O 0.781 0.437 -0.932
S 0.306 -1.004 -0.640
C -0.059 -0.863 1.130
*
```



D | Here is an isolated molecule of CH3NO2S from OMol25. Energies are from ωB97M-V with the def2-TZVPD basis set.

## Properties
SMILES string	CN=S(=O)=O
HOMO energy	-10.5829	eV

Structure (ORCA input):
```
! wB97M-V def2-TZVPD RIJCOSX def2/J DEFGRID3
* xyz 0 1
H 1.511 -0.652 0.929
H 1.053 -0.592 -0.853
H 1.906 0.840 0.051
S -1.453 0.037 -0.043
O -1.295 -1.120 -0.919
O -2.708 0.684 0.222
C 1.101 0.066 0.106
N -0.114 0.735 0.506
*
```



The structure with the least stability is B.



A | Here is a cluster of 2 separate species, CH3NO2S in total from OMol25. Energies are from ωB97M-V with the def2-TZVPD basis set.

## Properties
HOMO energy (alpha / beta)	-9.1724 / -8.7762	eV

Structure (ORCA input):
```
! wB97M-V def2-TZVPD RIJCOSX def2/J DEFGRID3
* xyz 0 1
C -0.249 -1.475 -0.781
H 0.329 -2.198 -1.388
S 0.306 0.183 -1.165
O 1.278 1.794 1.768
H -0.170 -1.613 0.331
O -0.430 2.456 0.651
H -1.324 -1.515 -1.050
N 0.260 2.369 1.634
*
```



B | Here is an isolated molecule of CH3NO2S from OMol25. Energies are from ωB97M-V with the def2-TZVPD basis set.

## Properties
SMILES string	NSOC=O
HOMO energy	-9.6191	eV

Structure (ORCA input):
```
! wB97M-V def2-TZVPD RIJCOSX def2/J DEFGRID3
* xyz 0 1
H -0.067 -2.127 -1.503
N 0.368 1.243 0.739
S -1.144 0.989 0.301
O -1.115 -0.474 -1.052
O 0.567 -1.249 0.251
C -0.215 -1.347 -0.669
H 0.866 2.023 0.291
H 0.740 0.943 1.643
*
```



C | Here is an isolated molecule of CH3NO2S from OMol25. Energies are from ωB97M-V with the def2-TZVPD basis set.

## Properties
HOMO energy (alpha / beta)	-9.0957 / -9.0980	eV

Structure (ORCA input):
```
! wB97M-V def2-TZVPD RIJCOSX def2/J DEFGRID3
* xyz 0 1
H -2.362 1.652 0.125
C -1.950 0.684 -0.124
H 2.337 -1.834 0.785
O 0.257 -0.411 -0.280
O 2.909 -0.262 -0.726
N -0.661 0.656 -0.064
S 2.146 -0.409 0.503
H -2.677 -0.076 -0.221
*
```



The structure with the least stability is C.



A | Here is an isolated molecule of CH6N2O2SSi from OMol25. Energies are from ωB97M-V with the def2-TZVPD basis set.

## Properties
HOMO energy	-9.5493	eV

Structure (ORCA input):
```
! wB97M-V def2-TZVPD RIJCOSX def2/J DEFGRID3
* xyz 0 1
N 1.505 -1.020 1.351
Si -1.343 1.956 0.303
H 0.263 -2.922 -0.067
H -1.762 1.066 1.254
O 0.154 1.608 -0.100
H -1.283 3.290 0.951
H 1.304 -1.774 1.882
O 0.704 0.202 -2.047
N 0.117 -1.998 -0.424
S 1.256 0.615 -0.798
H 0.178 -2.034 -1.468
C 0.955 -0.921 0.254
H -2.049 1.932 -1.090
*
```



B | Here is an isolated molecule of CH6N2O2SSi from OMol25. Energies are from ωB97M-V with the def2-TZVPD basis set.

## Properties
HOMO energy	-9.6699	eV

Structure (ORCA input):
```
! wB97M-V def2-TZVPD RIJCOSX def2/J DEFGRID3
* xyz 0 1
H -1.724 0.830 -1.598
N -0.571 1.992 1.070
H -0.066 2.898 0.815
O -2.891 -0.492 0.088
H -0.451 -2.326 -2.043
H -1.628 -3.570 -0.219
O -0.488 -1.055 -0.010
H -0.805 2.234 -1.608
Si -0.562 -2.598 -0.596
C -1.033 1.275 0.160
N -1.470 1.590 -1.090
H 0.681 -3.208 -0.022
S -1.653 -0.275 0.819
*
```



The structure with the least stability is A.



A | Here is an isolated molecule of C20H26N2O5S from OMol25. Energies are from ωB97M-V with the def2-TZVPD basis set.

## Properties
SMILES string	C=CCN(Cc1nc(-c2cc(OC)ccc2OC)oc1C)[C@@H]1CCS(=O)(=O)C1
HOMO energy	-7.7413	eV

Structure (ORCA input):
```
! wB97M-V def2-TZVPD RIJCOSX def2/J DEFGRID3
* xyz 0 1
H 4.879 -2.838 2.259
C -2.710 1.350 1.605
H 5.006 -1.429 4.147
C -1.518 0.776 2.321
C 3.907 -2.784 0.372
H -3.927 4.623 -2.048
C -0.974 2.664 -1.448
H -2.535 -0.688 3.425
H -2.120 4.882 -0.436
C 2.808 -2.386 -0.374
N -0.361 -0.517 0.127
C -2.575 0.429 -0.675
H 1.081 -0.866 2.113
C -2.711 3.969 -0.345
H 3.801 -4.330 -1.990
C 2.988 -1.806 2.372
H 4.174 -2.968 4.511
H -0.733 -0.584 3.717
H -0.643 -1.379 -4.045
H -2.917 0.723 -1.672
C -1.429 -1.099 -3.349
O -2.619 1.984 -3.494
C -0.857 -0.970 -1.987
H -2.203 -1.867 -3.371
H 4.616 -2.782 -2.359
C -1.293 -0.334 -0.851
H 3.847 -1.521 5.496
C 1.775 -1.682 0.278
H -1.876 -0.155 -3.658
H 4.716 -3.325 -0.092
C 4.068 -1.878 4.491
H -3.568 0.687 1.743
C -1.597 -0.210 3.194
O 2.979 -1.478 3.697
H -0.573 1.681 -1.659
H -0.567 1.238 2.099
H -3.324 -0.254 -0.258
C 4.003 -2.503 1.727
H -4.220 2.939 -1.514
C -1.764 2.755 -0.154
O -1.648 4.230 -3.508
H -0.188 3.412 -1.484
H -3.376 4.064 0.513
S -2.175 3.133 -2.742
C 0.585 -1.238 -0.412
O 0.336 -1.544 -1.699
N -2.568 1.592 0.181
H -1.071 2.974 0.670
H -2.962 2.312 2.070
C 3.663 -3.320 -2.390
C -3.486 3.730 -1.620
O 2.652 -2.624 -1.704
H 3.322 -3.387 -3.422
C 1.882 -1.402 1.633
*
```



B | Here is an isolated molecule of C20H26N2O5S from OMol25. Energies are from ωB97M-V with the def2-TZVPD basis set.

## Properties
SMILES string	C=CCN(Cc1nc(-c2cc(OC)ccc2OC)oc1C)[C@@H]1CCS(=O)(=O)C1
HOMO energy	-7.6520	eV

Structure (ORCA input):
```
! wB97M-V def2-TZVPD RIJCOSX def2/J DEFGRID3
* xyz 0 1
H 3.440 -1.700 -0.892
C -2.986 -2.040 -2.345
C -3.217 5.039 -0.291
C 1.753 -2.934 0.985
C -2.788 2.734 -0.702
O -0.359 2.765 0.941
C 3.828 -0.907 1.965
H -3.422 -2.796 -2.997
H 0.878 4.120 2.959
C -3.826 2.623 -1.623
H 4.399 0.019 2.103
O 2.285 -3.620 -2.395
C 1.826 -1.445 0.579
C 0.917 -3.618 -0.074
H 4.852 -0.263 4.426
H 3.346 -2.641 3.243
H 1.306 -3.040 1.974
H 0.797 -1.073 0.512
O -3.696 -0.851 -2.623
H 2.287 0.669 3.133
C 2.389 -1.432 -0.837
H -1.678 -0.464 -0.808
H -2.783 5.812 0.341
C 4.362 -1.222 4.379
H -4.434 3.479 -1.868
C -0.916 1.620 0.512
C -4.098 1.420 -2.242
H -0.146 -3.433 0.048
O 0.267 -2.230 -2.270
N 2.515 -0.538 1.466
C 0.675 2.397 1.738
H -3.145 5.348 -1.339
H -3.122 -2.340 -1.301
O -2.464 3.879 -0.040
C -3.343 0.279 -1.962
C -2.023 1.590 -0.418
H 2.002 4.047 1.604
H -1.918 -1.945 -2.560
H 1.083 -0.633 3.043
C 1.654 0.100 2.451
C 3.830 -1.675 3.258
H 2.755 -3.369 1.000
H 2.253 3.000 3.011
S 1.430 -2.768 -1.613
C -2.307 0.377 -1.046
H 2.198 -0.503 -1.360
H 4.329 -1.493 1.190
H -4.900 1.344 -2.958
N -0.320 0.563 0.993
H -4.270 4.903 -0.024
C 0.702 1.030 1.774
H 4.343 -1.791 5.293
C 1.504 3.452 2.369
H 1.113 -4.679 -0.182
*
```



The structure with the least stability is A.



A | Here is an isolated molecule of C3H2N2O2 from OMol25. Energies are from ωB97M-V with the def2-TZVPD basis set.

## Properties
HOMO energy	-11.1839	eV

Structure (ORCA input):
```
! wB97M-V def2-TZVPD RIJCOSX def2/J DEFGRID3
* xyz 0 1
H 2.466 -0.085 -0.338
C 1.428 -0.089 -0.022
O -0.529 -1.059 0.394
H -2.355 -0.306 0.326
O -1.303 0.177 -1.368
C 0.086 1.800 0.951
C -1.453 -0.336 -0.301
N 0.901 1.064 0.511
N 0.758 -1.166 -0.153
*
```



B | Here is an isolated molecule of C3H2N2O2 from OMol25. Energies are from ωB97M-V with the def2-TZVPD basis set.

## Properties
SMILES string	N#C[C@H]1OC=NO1
HOMO energy	-10.7686	eV

Structure (ORCA input):
```
! wB97M-V def2-TZVPD RIJCOSX def2/J DEFGRID3
* xyz 0 1
N -2.865 0.109 -1.063
O 0.185 0.638 1.284
H -0.583 -1.167 1.091
O 0.400 -0.589 -0.743
C -0.452 -0.359 0.401
N 1.534 0.915 0.663
H 2.115 0.163 -1.203
C 1.592 0.182 -0.356
C -1.925 0.109 -0.075
*
```



The structure with the least stability is B.



A | Here is an isolated molecule of C3H2N2O2 from OMol25. Energies are from ωB97M-V with the def2-TZVPD basis set.

## Properties
HOMO energy	-10.6365	eV

Structure (ORCA input):
```
! wB97M-V def2-TZVPD RIJCOSX def2/J DEFGRID3
* xyz 0 1
C 2.331 0.041 0.259
N 3.262 -0.290 0.858
H -1.997 -0.243 1.195
C 0.053 0.161 0.319
C -2.150 -0.219 0.107
O -3.119 -0.505 -0.511
N 1.183 0.346 -0.396
H 1.213 0.459 -1.410
O -0.974 0.185 -0.537
*
```



B | Here is an isolated molecule of C3H2N2O2 from OMol25. Energies are from ωB97M-V with the def2-TZVPD basis set.

## Properties
SMILES string	O=c1nccno1
HOMO energy	-10.7061	eV

Structure (ORCA input):
```
! wB97M-V def2-TZVPD RIJCOSX def2/J DEFGRID3
* xyz 0 1
C 1.674 0.024 0.207
O -0.180 -1.144 -0.162
O -2.191 -0.113 0.188
N 1.186 -1.177 -0.044
C 0.877 1.239 0.059
C -0.958 -0.040 -0.021
N -0.444 1.267 -0.200
H 1.496 2.113 -0.175
H 2.716 -0.027 0.202
*
```



The structure with the least stability is B.